The following is a quantum chemistry calculation of a cluster of 20 separate species, C91H208ClN11O20 in total, from the OMol25 dataset.

Each line ends with the Mulliken charge.
Element x y z (Å)
C (5.564, 11.477, -0.014)  -1.05
O (5.452, 10.046, -0.178)  -0.13
C (5.864, 9.382, 1.051)  -0.59
C (5.780, 7.846, 0.853)  -0.82
N (4.428, 7.439, 0.340)  -0.28
H (4.229, 8.103, -0.416)  0.14
H (4.378, 5.850, -0.101)  0.57
C (3.311, 7.508, 1.278)  -0.57
C (3.380, 6.553, 2.408)  -0.25
O (4.348, 6.895, 3.414)  -0.42
C (4.845, 5.791, 4.076)  -0.73
H (4.822, 11.744, 0.637)  0.47
H (5.373, 12.046, -0.969)  0.25
H (6.528, 11.813, 0.362)  0.33
H (5.165, 9.596, 1.861)  0.34
H (6.864, 9.689, 1.409)  0.44
H (5.871, 7.369, 1.807)  0.35
H (6.617, 7.474, 0.266)  0.41
H (2.422, 7.369, 0.658)  0.08
H (3.291, 8.500, 1.707)  0.44
H (3.622, 5.550, 2.033)  0.29
H (2.345, 6.706, 2.900)  0.29
H (5.691, 6.237, 4.568)  0.29
H (5.192, 5.015, 3.408)  0.33
H (4.070, 5.421, 4.782)  0.28
C (3.779, -4.613, -7.596)  -0.79
O (3.856, -4.323, -6.268)  -0.33
C (5.018, -4.827, -5.662)  -0.52
C (5.521, -3.938, -4.583)  -0.73
N (4.816, -4.213, -3.292)  0.24
H (5.033, -5.243, -2.963)  0.06
H (5.188, -3.545, -2.631)  0.42
C (3.354, -3.977, -3.325)  -0.63
C (2.854, -3.883, -1.955)  -0.49
O (3.482, -2.871, -1.333)  -0.36
C (2.793, -2.365, -0.199)  -0.76
H (2.975, -4.094, -8.089)  0.26
H (3.446, -5.645, -7.728)  0.31
H (4.689, -4.252, -8.124)  0.34
H (5.837, -4.889, -6.421)  0.63
H (4.813, -5.816, -5.295)  0.17
H (5.285, -2.857, -4.721)  0.40
H (6.601, -4.122, -4.549)  0.41
H (3.016, -4.748, -3.956)  0.45
H (3.093, -3.017, -3.844)  0.40
H (3.035, -4.789, -1.380)  0.27
H (1.771, -3.762, -1.977)  0.43
H (2.875, -3.045, 0.666)  0.31
H (1.835, -1.958, -0.504)  0.17
H (3.280, -1.460, 0.000)  0.41
C (-17.426, -19.516, 7.717)  -0.48
O (-17.427, -19.449, 6.344)  -0.20
C (-17.307, -20.293, 5.403)  -0.41
C (-11.680, -19.647, 6.292)  0.01
N (-12.060, -20.919, 6.051)  -0.20
H (-11.446, -21.600, 6.642)  0.34
H (-12.849, -21.078, 5.488)  0.28
C (-9.125, -14.156, 8.418)  -1.04
C (-9.202, -12.886, 7.703)  0.16
O (-9.777, -11.823, 7.999)  -0.24
C (-10.705, -11.411, 8.932)  -0.56
H (-14.358, 13.234, -2.412)  0.10
H (-16.778, -18.783, 8.212)  0.22
H (-17.911, -20.333, 8.256)  0.28
H (-17.309, -19.834, 4.463)  0.33
H (-17.366, -21.393, 5.522)  0.27
H (-10.921, -19.458, 7.182)  0.27
H (-12.153, -18.881, 5.626)  0.29
H (-10.143, -14.503, 8.409)  0.29
H (-9.034, -14.096, 9.544)  0.32
H (-8.863, -12.948, 6.644)  0.28
H (-8.296, -14.909, 8.172)  0.29
H (-10.759, -10.338, 8.981)  0.24
H (-6.293, -5.110, -6.457)  -0.10
H (-10.950, -12.057, 9.746)  0.26
C (9.228, -5.232, -2.050)  -0.66
O (8.718, -6.372, -1.423)  -0.28
C (9.052, -7.531, -2.171)  -0.71
C (8.316, -8.756, -1.557)  -0.64
N (6.973, -8.393, -1.003)  0.42
H (6.677, -7.563, -1.514)  0.00
H (6.404, -9.164, -1.292)  0.53
C (7.092, -8.164, 0.499)  -0.62
C (6.479, -9.402, 1.163)  -0.75
O (7.134, -10.621, 0.705)  -0.26
C (6.651, -11.773, 1.258)  -0.71
H (8.825, -4.317, -1.571)  0.22
H (8.860, -5.265, -3.112)  0.24
H (10.327, -5.190, -1.955)  0.30
H (10.110, -7.759, -2.143)  0.50
H (8.739, -7.347, -3.204)  0.40
H (8.906, -9.123, -0.699)  0.38
H (8.175, -9.543, -2.364)  0.29
H (6.493, -7.332, 0.843)  0.31
H (8.135, -8.027, 0.780)  0.36
H (5.461, -9.329, 0.814)  0.39
H (6.503, -9.381, 2.260)  0.52
H (6.756, -11.654, 2.321)  0.32
H (7.161, -12.616, 0.771)  0.23
H (5.551, -11.826, 1.004)  0.28
C (-8.673, 4.948, 1.631)  -1.51
C (-8.391, 3.504, 1.141)  -0.01
C (-9.558, 2.597, 1.542)  -0.41
C (-9.090, 1.130, 1.387)  -0.46
N (-9.746, 0.148, 2.262)  0.46
C (-11.331, 0.042, 2.147)  -0.41
C (-11.753, -0.504, 3.534)  -0.77
C (-10.741, 0.242, 4.498)  -0.63
C (-9.399, 0.364, 3.765)  -0.66
C (-9.190, -1.246, 1.979)  -1.04
H (-9.561, 5.437, 1.225)  0.35
H (-7.882, 5.704, 1.387)  0.35
H (-8.750, 4.930, 2.657)  0.46
H (-7.402, 3.141, 1.545)  0.10
H (-8.177, 3.441, 0.040)  0.22
H (-10.359, 2.786, 0.886)  0.47
H (-9.739, 2.832, 2.602)  0.28
H (-8.038, 0.942, 1.498)  0.04
H (-9.502, 0.769, 0.456)  0.27
H (-11.512, -0.658, 1.345)  0.29
H (-11.808, 1.108, 1.942)  0.34
H (-11.638, -1.589, 3.600)  0.30
H (-12.754, -0.199, 3.693)  0.44
H (-10.579, -0.210, 5.509)  0.37
H (-11.058, 1.248, 4.638)  0.33
H (-8.613, -0.343, 3.927)  0.44
H (-8.979, 1.379, 3.877)  0.42
H (-8.053, -1.225, 2.014)  0.05
H (-9.661, -1.476, 1.036)  0.46
H (-9.541, -1.977, 2.666)  0.53
C (4.388, -14.544, -1.688)  -1.35
C (3.965, -15.867, -2.150)  -0.49
C (3.363, -16.757, -0.996)  -0.63
C (2.974, -18.147, -1.490)  -0.87
N (2.066, -18.937, -0.592)  -0.08
C (1.960, -20.361, -1.040)  -0.47
C (0.661, -20.802, -0.283)  -0.72
C (-0.162, -19.474, -0.036)  -0.52
C (0.658, -18.335, -0.596)  -0.48
C (2.630, -18.936, 0.784)  -0.97
H (4.315, -13.872, -2.568)  0.35
H (5.367, -14.576, -1.211)  0.31
H (3.676, -14.144, -1.038)  0.43
H (4.869, -16.340, -2.603)  0.30
H (3.256, -15.763, -2.962)  0.46
H (2.483, -16.271, -0.534)  0.30
H (3.925, -16.917, -0.133)  0.57
H (3.860, -18.737, -1.496)  0.48
H (2.417, -18.161, -2.480)  0.30
H (2.949, -20.874, -0.739)  0.34
H (1.964, -20.416, -2.101)  0.44
H (0.856, -21.301, 0.684)  0.34
H (0.143, -21.476, -0.974)  0.36
H (-0.298, -19.367, 1.084)  0.26
H (-1.185, -19.560, -0.459)  0.40
H (0.671, -17.416, -0.044)  0.43
H (0.482, -18.185, -1.670)  0.37
H (2.583, -17.944, 1.254)  0.34
H (3.709, -19.103, 0.673)  0.40
H (2.163, -19.762, 1.290)  0.42
C (-0.212, -0.107, 3.371)  -1.16
C (0.999, 0.541, 2.634)  -0.64
C (0.930, 2.045, 2.446)  -0.75
C (-0.296, 2.407, 1.649)  -0.04
N (-0.478, 3.882, 1.300)  0.76
C (-0.888, 4.712, 2.520)  -0.43
C (-2.278, 4.292, 2.864)  -1.66
C (-2.893, 4.127, 1.476)  0.58
C (-1.761, 4.017, 0.457)  0.98
C (0.720, 4.396, 0.564)  -0.55
H (-0.555, 0.457, 4.230)  0.32
H (0.157, -1.083, 3.693)  0.44
H (-1.103, -0.274, 2.775)  0.13
H (1.165, 0.085, 1.663)  0.19
H (1.845, 0.377, 3.237)  0.56
H (1.796, 2.499, 1.934)  0.12
H (0.952, 2.522, 3.409)  0.42
H (-1.217, 2.077, 2.062)  0.59
H (-0.209, 2.015, 0.609)  -0.15
H (-0.810, 5.716, 2.139)  0.63
H (-0.148, 4.474, 3.307)  0.43
H (-2.717, 5.201, 3.302)  0.45
H (-2.430, 3.379, 3.409)  0.38
H (-3.520, 5.049, 1.282)  0.72
H (-3.565, 3.225, 1.541)  -0.50
H (-1.731, 4.940, -0.152)  -0.57
H (-1.814, 3.128, -0.192)  -0.67
H (1.544, 4.270, 1.262)  0.42
H (0.537, 5.457, 0.297)  -0.15
H (0.907, 3.687, -0.241)  0.12
C (-4.634, 3.375, -2.280)  -1.82
C (-3.716, 2.266, -2.862)  0.04
C (-3.887, 1.053, -2.010)  0.52
C (-3.121, -0.098, -2.577)  -1.03
N (-2.941, -1.314, -1.686)  0.44
C (-4.187, -2.045, -1.422)  -0.42
C (-3.788, -3.090, -0.371)  -1.06
C (-2.594, -2.403, 0.391)  -0.82
C (-2.290, -1.070, -0.412)  0.95
C (-2.018, -2.174, -2.560)  -0.95
H (-4.446, 4.244, -2.813)  0.87
H (-4.285, 3.453, -1.265)  0.25
H (-5.680, 3.089, -2.270)  0.43
H (-2.680, 2.563, -2.767)  -0.28
H (-3.947, 2.053, -3.894)  0.76
H (-4.951, 0.857, -1.889)  0.49
H (-3.491, 1.143, -0.954)  -0.61
H (-2.071, 0.263, -2.822)  -0.08
H (-3.537, -0.438, -3.497)  0.69
H (-4.630, -2.419, -2.384)  0.38
H (-4.788, -1.286, -1.003)  0.36
H (-3.456, -3.970, -0.827)  0.33
H (-4.652, -3.379, 0.200)  0.53
H (-1.765, -3.117, 0.411)  0.52
H (-2.943, -2.076, 1.328)  0.33
H (-1.210, -0.884, -0.700)  -0.09
H (-2.772, -0.283, 0.186)  -0.67
H (-2.482, -2.212, -3.536)  0.36
H (-1.978, -3.169, -2.147)  0.47
H (-1.040, -1.625, -2.673)  0.34
C (8.440, 10.996, -2.377)  -1.17
C (9.469, 11.678, -1.485)  -0.33
C (10.736, 10.858, -1.643)  -0.48
C (12.107, 11.505, -1.175)  -0.80
N (13.233, 10.610, -0.660)  0.31
C (12.766, 9.845, 0.568)  -0.42
C (13.026, 10.667, 1.809)  -0.56
C (13.876, 11.898, 1.305)  -0.72
C (14.323, 11.362, -0.058)  -0.55
C (13.673, 9.591, -1.629)  -0.96
H (8.652, 11.384, -3.407)  0.39
H (7.414, 11.224, -2.180)  0.22
H (8.427, 9.874, -2.376)  0.31
H (9.160, 11.772, -0.408)  0.30
H (9.732, 12.682, -1.865)  0.31
H (10.799, 10.589, -2.732)  0.40
H (10.444, 9.859, -1.075)  0.18
H (11.831, 12.159, -0.330)  0.37
H (12.695, 12.067, -1.967)  0.33
H (13.439, 8.914, 0.593)  0.37
H (11.726, 9.568, 0.421)  0.21
H (13.461, 10.122, 2.616)  0.38
H (12.068, 11.045, 2.223)  0.27
H (14.781, 11.972, 1.902)  0.35
H (13.382, 12.868, 1.281)  0.36
H (15.142, 10.754, 0.135)  0.50
H (14.622, 12.245, -0.722)  0.30
H (14.229, 10.030, -2.482)  0.39
H (12.808, 9.023, -2.082)  0.29
H (14.453, 8.922, -1.177)  0.43
C (2.039, 10.351, -2.448)  -1.28
C (1.943, 9.127, -3.356)  -0.78
C (0.874, 8.086, -3.011)  1.03
C (0.796, 7.023, -4.077)  -1.31
N (-0.416, 6.105, -3.926)  0.65
C (-0.449, 5.252, -5.101)  -0.73
C (-1.865, 4.704, -5.334)  -0.63
C (-2.681, 5.640, -4.439)  0.06
C (-1.737, 6.732, -3.938)  -1.01
C (-0.153, 5.230, -2.702)  -0.19
H (1.157, 10.960, -2.582)  0.39
H (2.902, 11.009, -2.686)  0.38
H (2.241, 10.118, -1.385)  0.21
H (2.827, 8.558, -3.480)  0.51
H (1.731, 9.564, -4.341)  0.33
H (-0.132, 8.598, -2.938)  0.29
H (1.084, 7.702, -1.985)  -0.57
H (1.653, 6.345, -4.076)  0.42
H (0.595, 7.361, -5.100)  0.58
H (0.344, 4.494, -5.009)  0.46
H (-0.221, 5.812, -5.974)  0.58
H (-1.967, 3.621, -5.137)  0.13
H (-2.129, 4.802, -6.430)  0.41
H (-3.043, 5.145, -3.521)  -0.57
H (-3.479, 6.058, -5.056)  0.67
H (-1.972, 7.067, -2.911)  0.22
H (-1.696, 7.595, -4.561)  0.59
H (0.705, 4.675, -2.945)  0.50
H (-0.979, 4.526, -2.534)  -0.66
H (-0.011, 5.863, -1.880)  0.04
C (-7.432, 13.042, -1.079)  -1.11
C (-7.239, 14.041, 0.038)  -0.62
C (-6.045, 13.637, 0.944)  -0.29
C (-4.773, 13.648, 0.152)  -0.63
N (-3.633, 13.315, 0.960)  0.13
C (-2.500, 13.018, 0.043)  -0.71
C (-2.728, 11.630, -0.461)  -0.90
C (-3.472, 10.925, 0.747)  -0.43
C (-3.639, 12.080, 1.743)  -0.93
C (-3.335, 14.467, 1.864)  -0.98
H (-7.538, 12.067, -0.635)  0.32
H (-6.572, 12.976, -1.796)  0.24
H (-8.330, 13.167, -1.691)  0.39
H (-8.091, 13.963, 0.643)  0.37
H (-7.061, 15.094, -0.294)  0.34
H (-6.271, 12.611, 1.239)  0.28
H (-5.920, 14.256, 1.850)  0.34
H (-4.659, 14.629, -0.270)  0.26
H (-4.721, 12.916, -0.659)  0.23
H (-1.487, 13.185, 0.454)  0.39
H (-2.461, 13.796, -0.683)  0.46
H (-1.874, 11.070, -0.624)  0.54
H (-3.342, 11.579, -1.387)  0.32
H (-2.950, 10.112, 1.263)  0.40
H (-4.451, 10.508, 0.428)  0.24
H (-2.770, 12.133, 2.382)  0.55
H (-4.514, 12.136, 2.371)  0.57
H (-2.254, 14.545, 2.068)  0.35
H (-3.839, 14.372, 2.808)  0.45
H (-3.777, 15.330, 1.469)  0.39
Cl (-1.335, 7.440, -0.179)  -0.56
O (3.264, 3.175, -1.181)  -0.50
C (3.486, 4.462, -1.155)  0.69
O (2.878, 5.302, -1.781)  -0.48
O (4.427, 4.784, -0.163)  -0.59
H (2.434, 3.011, -1.762)  0.49
O (-4.584, -0.832, 2.087)  -0.32
C (-5.209, 0.419, 2.087)  0.18
O (-6.362, 0.473, 2.501)  -0.71
O (-4.424, 1.284, 1.530)  -0.46
H (-5.244, -1.412, 2.394)  0.19
O (1.744, 1.939, -2.879)  -0.61
C (0.480, 1.505, -2.424)  0.13
O (0.077, 0.436, -2.849)  -0.92
O (0.016, 2.218, -1.564)  -0.22
H (2.124, 1.266, -3.500)  0.28
O (3.549, -7.410, -3.634)  -0.44
C (4.885, -7.723, -3.187)  0.67
O (5.653, -6.717, -2.878)  -0.96
O (5.231, -8.906, -3.154)  -0.71
H (3.250, -8.209, -4.057)  0.30

- total charge = +6
- total energy (eV) = -167530.1503
- HOMO energy (eV) = -11.70
- maximum force (eV Å⁻¹) = 7.3